1.
Molecular formula: C7H10
Method: DFT, ωB97M-V/def2-TZVPD

Computed properties:
E_LUMO in Ha: 0.043
Gap between HOMO and LUMO in eV: 9.764
Strongest force on any atom in eV/Å: 0.3
Net charge: 0
Electronic energy in eV: -7418.9957
Relative energy (zero: lowest compared OMol25 entry of this formula, charge and spin) in kJ/mol: 196.7
Molecular weight in Da: 94.16
SMILES string: C/C=C1/C[C@H]2C[C@@H]12

Each line ends with the Mulliken charge.
Positions of all 17 atoms, in Å:
1 C -1.4617 -0.0743 -0.7205  -0.108
2 C -2.3978 0.9248 -0.1017  -1.140
3 C -0.2332 -0.3194 -0.2806  0.055
4 C 0.8726 -1.2804 -0.7115  -0.672
5 C 1.6831 -0.8028 0.5005  -0.272
6 C 1.8947 0.6736 0.4379  -0.548
7 C 0.5596 0.1516 0.9009  -0.334
8 H -1.8198 -0.6185 -1.5950  0.361
9 H -3.2459 0.4439 0.4015  0.281
10 H -2.8142 1.5890 -0.8685  0.312
11 H -1.8758 1.5484 0.6320  0.306
12 H 0.5666 -2.3294 -0.6419  0.284
13 H 1.3301 -1.1072 -1.6934  0.258
14 H 2.2757 -1.4416 1.1472  0.364
15 H 1.9742 1.1816 -0.5220  0.186
16 H 2.5198 1.0914 1.2233  0.253
17 H 0.1721 0.3694 1.8918  0.415

---

2.
Molecular formula: C7H10
Method: DFT, ωB97M-V/def2-TZVPD

Computed properties:
E_LUMO in Ha: 0.037
Gap between HOMO and LUMO in eV: 9.110
Strongest force on any atom in eV/Å: 0.4
Net charge: 0
Electronic energy in eV: -7415.4532
Relative energy (zero: lowest compared OMol25 entry of this formula, charge and spin) in kJ/mol: 538.5
Molecular weight in Da: 94.16

Each line ends with the Mulliken charge.
Positions of all 17 atoms, in Å:
1 C -1.6123 -0.0829 0.5207  -1.392
2 C -0.7342 -0.7917 -0.5013  0.273
3 C -0.5446 -0.1253 -1.8626  -0.763
4 C 0.7458 -0.6280 -0.5911  -0.448
5 C 1.2662 0.6868 0.0196  -0.449
6 C 1.5916 0.3374 1.4111  -0.623
7 C 1.8215 -0.0258 2.5354  0.151
8 H -2.6718 -0.2060 0.2686  0.398
9 H -1.4515 -0.5103 1.5163  0.312
10 H -1.4106 0.9907 0.5842  0.296
11 H -1.0416 -1.8352 -0.6108  0.394
12 H -0.9069 -0.7022 -2.7157  0.353
13 H -0.8011 0.9345 -1.8988  0.290
14 H 0.6231 -0.2749 -2.0086  0.201
15 H 0.5762 1.5461 0.0174  0.265
16 H 2.1810 1.0089 -0.4931  0.339
17 H 2.0458 -0.3354 3.5332  0.403

---

3.
Molecular formula: C7H10
Method: DFT, ωB97M-V/def2-TZVPD

Computed properties:
E_LUMO in Ha: 0.042
Gap between HOMO and LUMO in eV: 10.931
Strongest force on any atom in eV/Å: 0.5
Net charge: 0
Electronic energy in eV: -7418.5326
Relative energy (zero: lowest compared OMol25 entry of this formula, charge and spin) in kJ/mol: 241.4
Molecular weight in Da: 94.16
SMILES string: C#CC[C@@H]1C[C@@H]1C

Each line ends with the Mulliken charge.
Positions of all 17 atoms, in Å:
1 C 1.1352 -0.3315 1.2432  -1.379
2 C -0.3320 0.0283 1.1570  0.220
3 C -0.7298 1.4635 0.9411  -0.774
4 C -0.9895 0.4419 -0.1309  -0.072
5 C -0.2328 0.4145 -1.4506  -0.881
6 C 0.1447 -0.9674 -1.7760  -0.297
7 C 0.4342 -2.1260 -1.9329  -0.038
8 H 1.4862 -0.2196 2.2752  0.387
9 H 1.3245 -1.3613 0.9233  0.295
10 H 1.7477 0.3277 0.6174  0.269
11 H -0.9702 -0.5592 1.8145  0.370
12 H -1.5731 1.8780 1.4860  0.278
13 H 0.0850 2.1670 0.7791  0.235
14 H -2.0249 0.1246 -0.2354  0.352
15 H 0.6655 1.0419 -1.4065  0.292
16 H -0.8583 0.8331 -2.2488  0.350
17 H 0.6875 -3.1554 -2.0557  0.393

---

4.
Molecular formula: C7H10
Method: DFT, ωB97M-V/def2-TZVPD

Computed properties:
E_LUMO in Ha: 0.044
Gap between HOMO and LUMO in eV: 10.063
Strongest force on any atom in eV/Å: 0.3
Net charge: 0
Electronic energy in eV: -7417.6250
Relative energy (zero: lowest compared OMol25 entry of this formula, charge and spin) in kJ/mol: 329.0
Molecular weight in Da: 94.16
SMILES string: C=C1C[C@@H]2[C@@H]3[C@H]1[C@H]23.[H][H]

Each line ends with the Mulliken charge.
Positions of all 17 atoms, in Å:
1 C 1.4960 -1.5054 -0.1844  -0.854
2 C 0.4934 -0.6332 -0.1470  0.465
3 C -1.0000 -0.9082 -0.0973  -0.698
4 C -1.5365 0.4694 -0.4861  -0.340
5 C -0.6907 1.5301 0.1482  -0.449
6 C 0.5752 0.8512 -0.3177  -0.290
7 C -0.5188 1.2521 -1.2699  -0.600
8 H 1.3165 -2.5759 -0.1385  0.257
9 H 2.5299 -1.1819 -0.2894  0.268
10 H 1.3445 -0.5553 2.3429  -0.241
11 H -1.3206 -1.1698 0.9186  0.261
12 H -1.3079 -1.7059 -0.7799  0.370
13 H -2.5956 0.6476 -0.6490  0.394
14 H -0.8917 2.4331 0.7034  0.379
15 H 1.2466 -0.1811 2.9797  0.248
16 H 1.5206 1.3849 -0.2933  0.424
17 H -0.5389 1.8457 -2.1681  0.406